[1]
Entry from the Open Molecules 2025 dataset: a 6-piece molecular cluster, C31H72N8O10PS overall (wB97M-V/def2-TZVPD).

Results
Lowest unoccupied orbital energy in eV: -3.0
HOMO-LUMO gap in eV: 8.10
Total charge: +1
ΔE to the lowest compared entry with this formula, charge and spin in kcal per mole: 14.0

Geometry as XYZ:
```
123
C31H72N8O10PS (wB97M-V/def2-TZVPD)
C -0.63 -4.00 1.20
C -1.63 -4.45 0.12
C -2.78 -3.41 -0.05
C -2.86 -2.79 -1.46
C -4.22 -2.93 -2.15
C -5.21 -1.78 -1.90
C -5.42 -1.37 -0.44
C -4.52 -0.23 0.06
C -4.62 1.02 -0.84
C -4.54 2.30 0.02
C -5.91 2.60 0.63
C -5.93 3.52 1.84
C -5.35 2.94 3.14
C -3.80 3.07 3.22
C -3.17 1.70 3.48
C -1.75 1.48 2.91
C -0.87 2.70 2.81
C 0.44 2.40 2.07
C 1.33 1.49 2.93
C 2.74 1.23 2.40
C 2.87 0.28 1.17
C 3.33 1.09 -0.07
N 2.50 2.20 -0.43
N 4.00 -0.68 1.48
C 4.40 -1.54 0.33
C 3.24 -2.13 -0.49
C 1.81 -1.54 -0.27
P 1.12 -0.82 -1.82
S 0.57 -2.24 -3.06
C 1.64 -0.60 0.96
N 1.34 -1.48 2.12
H 0.38 -4.30 0.90
H -0.63 -2.93 1.34
H -0.81 -4.50 2.15
H -2.09 -5.37 0.47
H -1.11 -4.60 -0.81
H -2.69 -2.63 0.70
H -3.71 -3.92 0.14
H -2.11 -3.25 -2.10
H -2.61 -1.73 -1.40
H -4.70 -3.87 -1.91
H -4.02 -2.93 -3.22
H -4.93 -0.95 -2.54
H -6.17 -2.12 -2.27
H -6.45 -1.08 -0.26
H -5.24 -2.23 0.20
H -4.88 0.05 1.05
H -3.49 -0.54 0.19
H -5.56 0.98 -1.38
H -3.76 0.99 -1.50
H -4.23 3.11 -0.63
H -3.77 2.11 0.76
H -6.45 1.68 0.86
H -6.50 3.08 -0.14
H -6.97 3.76 2.04
H -5.44 4.48 1.65
H -5.66 1.90 3.23
H -5.77 3.45 4.00
H -3.52 3.78 3.98
H -3.51 3.46 2.26
H -3.14 1.54 4.55
H -3.79 0.90 3.08
H -1.82 1.03 1.91
H -1.28 0.72 3.53
H -1.36 3.47 2.23
H -0.66 3.15 3.78
H 0.13 1.95 1.13
H 0.93 3.34 1.88
H 1.44 2.01 3.87
H 0.78 0.59 3.15
H 3.36 0.84 3.21
H 3.18 2.20 2.17
H 3.46 0.47 -0.95
H 4.32 1.48 0.18
H 1.53 1.94 -0.56
H 2.58 2.96 0.24
H 3.81 -1.23 2.32
H 4.79 -0.08 1.71
H 5.11 -1.00 -0.28
H 4.97 -2.36 0.75
H 3.48 -2.01 -1.54
H 3.20 -3.19 -0.29
H 1.15 -2.38 -0.10
H 0.00 -0.05 -1.48
H 2.08 -0.01 -2.46
H 0.75 -0.01 0.79
H 1.79 -2.39 1.98
H 1.76 -1.12 2.97
C 4.31 5.75 -0.32
N 3.48 5.76 0.91
O 3.17 6.82 1.39
O 3.16 4.67 1.38
H 4.51 6.78 -0.60
H 5.24 5.23 -0.10
H 3.75 5.23 -1.09
C -2.37 0.28 -4.89
N -1.21 1.23 -4.85
O -1.04 1.96 -5.80
O -0.50 1.19 -3.86
H -2.90 0.42 -5.82
H -1.96 -0.72 -4.81
H -3.00 0.51 -4.04
C 8.28 -3.89 -0.13
N 8.38 -2.56 0.55
O 7.55 -1.70 0.25
O 9.27 -2.41 1.34
H 7.44 -3.87 -0.81
H 9.22 -4.04 -0.66
H 8.15 -4.64 0.64
C -3.22 -6.78 -3.29
N -3.89 -6.35 -4.54
O -3.89 -7.13 -5.48
O -4.40 -5.25 -4.54
H -2.81 -7.78 -3.43
H -2.43 -6.06 -3.08
H -3.96 -6.78 -2.50
C 8.17 3.36 -1.36
N 8.23 4.65 -0.62
O 7.39 5.50 -0.89
O 9.12 4.78 0.19
H 7.33 3.39 -2.05
H 9.11 3.24 -1.88
H 8.04 2.57 -0.61
```

***

[2]
Entry from the Open Molecules 2025 dataset: C20H46CdN5O14S2 as an isolated structure (wB97M-V/def2-TZVPD).

Results
Lowest unoccupied orbital energy in eV: -9.1
HOMO-LUMO gap in eV: 1.55
Total charge: +1
ΔE to the lowest compared entry with this formula, charge and spin in kcal per mole: 134.8

Geometry as XYZ:
```
88
C20H46CdN5O14S2 (wB97M-V/def2-TZVPD)
Cd 3.46 3.81 -4.94
C 1.96 0.07 -0.87
O 2.62 1.12 -1.50
H 2.25 -0.86 -1.35
H 2.39 -0.07 0.12
H 0.91 0.31 -0.71
C 7.86 0.03 3.13
C 8.10 1.26 4.03
O 8.82 1.14 5.01
N 7.51 2.41 3.77
C 7.79 3.72 4.28
H 6.82 -0.28 3.16
H 8.49 -0.77 3.51
H 8.03 0.32 2.09
H 7.03 2.41 2.88
H 8.83 3.91 4.57
H 7.17 4.02 5.12
H 7.65 4.48 3.52
C -1.13 8.56 -3.06
C -0.21 7.58 -2.30
O 0.31 6.63 -2.97
N -0.20 7.67 -0.97
C 0.20 6.71 -0.01
H -1.28 9.38 -2.36
H -1.98 8.04 -3.50
H -0.32 8.76 -3.76
H -0.73 8.40 -0.50
H 0.11 7.10 1.01
H 1.25 6.42 -0.14
H -0.45 5.84 0.08
C 0.52 -1.70 6.23
C 0.59 -2.27 7.64
O 1.65 -2.73 8.07
N -0.55 -2.27 8.27
C -0.69 -2.88 9.65
H 1.51 -1.31 5.99
H -0.21 -0.89 6.27
H 0.14 -2.34 5.44
H -1.35 -1.82 7.85
H -1.38 -3.71 9.79
H -0.96 -2.08 10.34
H 0.24 -3.30 10.02
C 5.92 -6.71 -2.48
C 4.74 -7.31 -1.68
O 4.53 -8.53 -1.70
N 3.95 -6.43 -1.04
C 2.89 -6.81 -0.21
H 5.55 -6.44 -3.47
H 6.69 -7.46 -2.66
H 6.22 -5.86 -1.86
H 4.33 -5.49 -0.98
H 1.96 -6.64 -0.75
H 2.76 -6.07 0.59
H 3.03 -7.75 0.32
C -2.06 0.77 -6.75
C -0.87 0.98 -7.72
O 0.17 1.45 -7.26
N -1.05 0.74 -9.01
C 0.01 0.85 -9.99
H -2.41 1.70 -6.31
H -1.65 0.12 -5.97
H -2.94 0.21 -7.06
H -1.97 0.50 -9.34
H 0.12 1.76 -10.58
H -0.11 0.02 -10.70
H 0.95 0.81 -9.44
C -7.35 -4.76 0.32
C -6.23 -5.60 -0.46
O -5.12 -5.84 0.46
S -5.04 -4.45 1.47
O -4.44 -3.36 0.66
O -4.52 -4.78 2.76
O -6.70 -4.20 1.50
H -8.10 -5.50 0.62
H -7.75 -3.96 -0.30
H -5.85 -5.08 -1.34
H -6.60 -6.53 -0.88
C -6.34 4.16 0.02
C -5.86 2.74 0.13
O -7.06 2.06 0.43
S -8.29 2.62 -0.52
O -9.50 2.90 0.25
O -8.37 2.01 -1.82
O -7.55 4.12 -0.75
H -5.67 4.76 -0.60
H -6.42 4.66 0.98
H -5.18 2.62 0.96
H -5.57 2.19 -0.77
```

***

[3]
Entry from the Open Molecules 2025 dataset: the molecule C3H3N3O (wB97M-V/def2-TZVPD).

Results
Lowest unoccupied orbital energy in eV: 0.1
HOMO-LUMO gap in eV: 9.62
ΔE to the lowest compared entry with this formula, charge and spin in kcal per mole: 80.3

Geometry as XYZ:
```
10
C3H3N3O (wB97M-V/def2-TZVPD)
O 1.28 -0.23 1.79
C 0.71 -0.12 0.61
C 0.65 -0.80 -0.60
N -0.48 -0.79 -1.33
N -1.27 0.12 -1.26
N -1.08 1.13 -0.31
C -0.21 0.88 0.58
H 1.59 -1.14 1.80
H 1.25 -1.65 -0.77
H -0.05 1.61 1.43
```

***

[4]
Entry from the Open Molecules 2025 dataset: the molecule C9H12O2 (wB97M-V/def2-TZVPD).

Results
Lowest unoccupied orbital energy in eV: 0.5
HOMO-LUMO gap in eV: 9.88
ΔE to the lowest compared entry with this formula, charge and spin in kcal per mole: 150.1

Geometry as XYZ:
```
23
C9H12O2 (wB97M-V/def2-TZVPD)
O 0.62 3.26 -0.03
C 0.26 2.04 0.18
C 1.34 1.07 -0.31
C 1.32 -0.38 0.27
C 0.95 -1.36 -0.94
C -0.23 -2.11 -0.72
C -1.42 -1.29 -0.10
O -2.26 -0.88 -1.01
C -0.79 -0.12 0.42
C -1.06 1.49 0.53
C 0.32 -0.27 1.43
H 1.57 1.08 -1.39
H 2.13 1.55 0.24
H 2.39 -0.60 0.46
H 1.85 -1.69 -1.57
H -0.46 -2.85 -1.39
H -1.81 -2.05 0.57
H -2.06 -0.03 -1.61
H -0.19 -0.10 -0.51
H -1.50 1.87 1.53
H -1.75 1.80 -0.34
H 0.38 -1.10 2.21
H 0.40 0.68 2.07
```

***

| no. | total energy (a.u.) |
| --- | --- |
| 1 | -3153.62885 |
| 2 | -3080.30935 |
| 3 | -355.51197 |
| 4 | -500.38213 |